[1]
Formula: C2HBrFO2
Source: the OMol25 dataset
Level of theory: ωB97M-V/def2-TZVPD

The geometry in XYZ format:
```
7
Properties=species:S:1:pos:R:3:mulliken_charge:R:1
C 2.26513 -0.22352 -0.93349 0.69
C -2.01148 0.48155 0.36760 -0.28
O 1.88520 -1.28386 -1.07701 -0.33
O 2.56579 0.87223 -0.72639 -0.39
F -2.68497 0.01182 1.57637 -0.28
Br -0.79127 -0.95563 -0.07609 -0.32
H -1.22840 1.09741 0.86900 -0.08
```

Results
E_LUMO ... 3.2 eV
Charge ... -1
HOMO energy ... -0.0821 Ha
2S+1 ... 1
ΔE to the lowest compared entry with this formula, charge and spin ... 1.7746 eV

[2]
Formula: C2HBrN2O
Source: the OMol25 dataset
Level of theory: ωB97M-V/def2-TZVPD

The geometry in XYZ format:
```
7
Properties=species:S:1:pos:R:3:mulliken_charge:R:1
Br 0.20403 -2.69521 -0.52032 -0.01
C 0.12505 -0.98700 -0.17073 0.46
N 0.95053 -0.04391 -0.16673 -0.40
C 0.25946 1.11149 0.17454 -0.03
N -1.03378 0.90174 0.32507 -0.23
O -1.30582 -0.35981 0.04550 -0.15
H 0.80053 2.07270 0.31267 0.36
```

Results
E_LUMO ... 0.5 eV
Charge ... 0
HOMO energy ... -0.3707 Ha
2S+1 ... 1
Structure (SMILES) ... Brc1ncno1
ΔE to the lowest compared entry with this formula, charge and spin ... 1.0646 eV

[3]
Formula: C2HBrN2S2
Source: the OMol25 dataset
Level of theory: ωB97M-V/def2-TZVPD

The geometry in XYZ format:
```
8
Properties=species:S:1:pos:R:3:mulliken_charge:R:1
C -0.40822 0.40777 -0.87148 0.40
C 0.57655 -0.70676 0.86799 0.25
N 0.49305 -0.08370 -1.64409 -0.36
N -0.39278 0.17311 0.52555 -0.16
S 0.94836 -1.24728 2.33781 -0.32
S 1.45574 -1.05975 -0.65400 0.06
Br -1.69046 1.62459 -1.59178 -0.16
H -0.98224 0.89203 1.02999 0.28
```

Results
E_LUMO ... 0.1 eV
Charge ... 0
HOMO energy ... -0.3245 Ha
2S+1 ... 1
ΔE to the lowest compared entry with this formula, charge and spin ... 0.0000 eV

[4]
Formula: C2HBrNO4
Source: the OMol25 dataset
Level of theory: ωB97M-V/def2-TZVPD

The geometry in XYZ format:
```
9
Properties=species:S:1:pos:R:3:mulliken_charge:R:1
C -2.13732 2.26021 0.27349 0.73
C 1.25545 0.61377 -0.60417 -0.38
N 0.42181 1.70348 -0.61072 0.73
O -1.40704 2.78868 1.02160 -0.49
O -0.85500 1.48266 -0.86086 -0.52
O -3.17586 1.99807 -0.15342 -0.46
O 0.90727 2.86665 -0.76988 -0.57
Br 2.88788 0.87667 0.22259 -0.13
H 0.48153 -0.50736 0.65919 0.09
```

Results
E_LUMO (alpha / beta) ... 3.0 / 3.0 eV
Charge ... -1
HOMO energy (alpha / beta) ... -0.1680 / -0.1678 Ha
2S+1 ... 1
ΔE to the lowest compared entry with this formula, charge and spin ... 3.2053 eV

[5]
Formula: C2HCl2F
Source: the OMol25 dataset
Level of theory: ωB97M-V/def2-TZVPD

The geometry in XYZ format:
```
6
Properties=species:S:1:pos:R:3:mulliken_charge:R:1
F 1.70527 -0.45866 -0.04010 -0.21
C 0.37007 -0.58680 0.04031 -0.25
C -0.42172 0.41360 -0.05208 0.35
Cl 0.28306 1.97659 -0.00280 -0.15
Cl -2.12133 0.24088 -0.01639 -0.15
H 0.18464 -1.58562 0.07106 0.40
```

Results
E_LUMO ... 0.7 eV
Charge ... 0
HOMO energy ... -0.3616 Ha
2S+1 ... 1
Structure (SMILES) ... FC=C(Cl)Cl
ΔE to the lowest compared entry with this formula, charge and spin ... 0.3953 eV

[6]
Formula: C2HCl2N3
Source: the OMol25 dataset
Level of theory: ωB97M-V/def2-TZVPD

The geometry in XYZ format:
```
8
Properties=species:S:1:pos:R:3:mulliken_charge:R:1
C 2.11672 1.39187 -0.07035 0.37
C -0.59798 -1.38157 0.76006 0.15
N 2.97876 1.32329 -0.83339 -0.33
N -1.33124 -0.70835 0.11133 0.51
N -2.09963 0.06040 -0.42601 -0.85
Cl 1.00928 1.96685 0.96530 -0.05
Cl 0.81589 -2.28645 0.40064 -0.04
H -2.89179 -0.36603 -0.90759 0.25
```

Results
E_LUMO ... -0.2 eV
Charge ... 0
HOMO energy ... -0.3415 Ha
2S+1 ... 1
ΔE to the lowest compared entry with this formula, charge and spin ... 1.7458 eV

[7]
Formula: C2HCl2NS2
Source: the OMol25 dataset
Level of theory: ωB97M-V/def2-TZVPD

The geometry in XYZ format:
```
8
Properties=species:S:1:pos:R:3:mulliken_charge:R:1
C 0.24765 1.22733 -0.78408 -0.28
C -0.98547 0.03583 1.22204 0.04
N 1.41093 -0.75674 0.73550 -0.30
S 0.33427 -0.59044 1.92141 0.20
S 1.21166 -0.07748 -0.78965 0.34
Cl -2.61177 0.23544 1.64255 -0.08
Cl 0.60515 -1.51957 -2.23116 -0.24
H -0.21241 1.44564 -1.71661 0.32
```

Results
E_LUMO (alpha / beta) ... -1.9 / -1.9 eV
Charge ... 0
HOMO energy (alpha / beta) ... -0.3302 / -0.3303 Ha
2S+1 ... 1
ΔE to the lowest compared entry with this formula, charge and spin ... 6.3967 eV

[8]
Formula: C2HClF2
Source: the OMol25 dataset
Level of theory: ωB97M-V/def2-TZVPD

The geometry in XYZ format:
```
6
Properties=species:S:1:pos:R:3:mulliken_charge:R:1
F 1.77229 -0.28653 -0.02466 -0.20
C 0.60539 0.27894 -0.02991 0.44
F 0.69219 1.60009 -0.00411 -0.19
C -0.52685 -0.41910 -0.02437 -0.21
Cl -2.06400 0.36091 -0.02063 -0.15
H -0.47902 -1.53431 0.10368 0.32
```

Results
E_LUMO ... 0.9 eV
Charge ... 0
HOMO energy ... -0.3556 Ha
2S+1 ... 1
Structure (SMILES) ... FC(F)=CCl
ΔE to the lowest compared entry with this formula, charge and spin ... 0.0664 eV

[9]
Formula: C2HClF2O2
Source: the OMol25 dataset
Level of theory: ωB97M-V/def2-TZVPD

The geometry in XYZ format:
```
8
Properties=species:S:1:pos:R:3:mulliken_charge:R:1
F 0.32334 -1.28631 1.46264 -0.21
C 0.43775 -0.63612 0.26887 0.23
F 0.14593 -1.49352 -0.75124 -0.23
C 1.77257 0.28602 -0.00421 0.64
Cl 3.32178 -0.41581 0.20614 -0.12
O 1.57042 1.64883 0.57437 -0.24
O 1.49493 1.38929 -0.78585 -0.22
H -0.47613 0.03731 0.19007 0.15
```

Results
E_LUMO ... 0.7 eV
Charge ... 0
HOMO energy ... -0.4037 Ha
2S+1 ... 1
Structure (SMILES) ... FC(F)C1(Cl)OO1
ΔE to the lowest compared entry with this formula, charge and spin ... 4.5940 eV

[10]
Formula: C2HClF2OS
Source: the OMol25 dataset
Level of theory: ωB97M-V/def2-TZVPD

The geometry in XYZ format:
```
8
Properties=species:S:1:pos:R:3:mulliken_charge:R:1
C 1.34710 0.52631 0.50273 0.60
C -0.00577 0.07791 0.65957 -0.23
O 1.78653 1.26716 -0.31886 -0.43
F 2.12014 -0.15940 1.45837 -0.23
F -2.34491 -0.38045 0.17614 -0.17
S -1.11190 0.31520 -0.61998 0.39
Cl -1.60608 -0.86475 -3.14092 -0.29
H -0.18510 -0.78199 1.28295 0.36
```

Results
E_LUMO (alpha / beta) ... -2.9 / -3.6 eV
Charge ... 0
HOMO energy (alpha / beta) ... -0.4116 / -0.3638 Ha
2S+1 ... 1
ΔE to the lowest compared entry with this formula, charge and spin ... 2.6657 eV

[11]
Formula: C2HClF3N
Source: the OMol25 dataset
Level of theory: ωB97M-V/def2-TZVPD

The geometry in XYZ format:
```
8
Properties=species:S:1:pos:R:3:mulliken_charge:R:1
C -3.11757 0.10604 0.28125 0.12
C 1.01813 0.12984 -0.09807 0.91
N -0.02671 -0.65183 -0.39492 -0.85
F 0.88913 0.54286 1.21745 -0.31
F 1.20220 1.25431 -0.80178 -0.25
F 2.21934 -0.50338 -0.02768 -0.26
Cl -1.85393 0.49148 -0.38189 0.32
H -0.33059 -1.36931 0.20564 0.32
```

Results
E_LUMO (alpha / beta) ... -1.9 / -1.9 eV
Charge ... 0
HOMO energy (alpha / beta) ... -0.3540 / -0.3542 Ha
2S+1 ... 1
ΔE to the lowest compared entry with this formula, charge and spin ... 6.2713 eV

[12]
Formula: C2HClN2O
Source: the OMol25 dataset
Level of theory: ωB97M-V/def2-TZVPD

The geometry in XYZ format:
```
7
Properties=species:S:1:pos:R:3:mulliken_charge:R:1
Cl -2.71692 0.09690 0.00954 -0.13
C -0.92598 0.18193 -0.11118 0.46
N -0.21756 1.34984 -0.04281 -0.34
N 1.02941 0.82770 0.01904 -0.28
C 1.05028 -0.41484 -0.00684 0.23
O -0.12988 -0.86054 -0.06805 -0.24
H 1.91064 -1.18099 0.20029 0.31
```

Results
E_LUMO ... 0.5 eV
Charge ... 0
HOMO energy ... -0.3833 Ha
2S+1 ... 1
Structure (SMILES) ... Clc1nnco1
ΔE to the lowest compared entry with this formula, charge and spin ... 1.8889 eV

Repeat the third record exactly.
Formula: C2HBrN2S2
Source: the OMol25 dataset
Level of theory: ωB97M-V/def2-TZVPD

The geometry in XYZ format:
```
8
Properties=species:S:1:pos:R:3:mulliken_charge:R:1
C -0.40822 0.40777 -0.87148 0.40
C 0.57655 -0.70676 0.86799 0.25
N 0.49305 -0.08370 -1.64409 -0.36
N -0.39278 0.17311 0.52555 -0.16
S 0.94836 -1.24728 2.33781 -0.32
S 1.45574 -1.05975 -0.65400 0.06
Br -1.69046 1.62459 -1.59178 -0.16
H -0.98224 0.89203 1.02999 0.28
```

Results
E_LUMO ... 0.1 eV
Charge ... 0
HOMO energy ... -0.3245 Ha
2S+1 ... 1
ΔE to the lowest compared entry with this formula, charge and spin ... 0.0000 eV